Here is the molecule C16H17ClN2O3S in a non-equilibrium geometry from the Open Molecules 2025 dataset. Energies are from wB97M-V/def2-TZVPD.

structure (SMILES): O=S(=O)(c1ccccc1Cl)N1CCC(O)(c2cccnc2)CC1
gap between HOMO and LUMO: 9.923 eV
HOMO level: -9.38 eV
energy above the lowest of the compared OMol25 structures with the same formula, charge and spin: 1.604 eV
LUMO level: 0.545 eV
strongest force on any atom: 0.0220 hartree/bohr
M: 352.843 g mol⁻¹

Last column: natural (NBO) charge in e.
Geometry (Å):
O 0.51700 1.42526 1.23396  -0.952
S 1.23977 0.21252 0.96180  2.327
O 1.47402 -0.68358 2.05149  -0.928
C 2.81275 0.69243 0.23300  -0.391
C 3.12815 2.03379 0.12091  -0.115
C 4.34154 2.41710 -0.42487  -0.238
C 5.23653 1.44865 -0.85415  -0.175
C 4.92740 0.10384 -0.74376  -0.229
C 3.70752 -0.27379 -0.19701  -0.009
Cl 3.29688 -1.92706 -0.04764  0.055
N 0.57688 -0.64984 -0.30909  -0.677
C -0.24550 -1.78453 0.05449  -0.233
C -1.63747 -1.34359 0.50408  -0.431
C -2.31851 -0.54586 -0.61595  0.244
O -2.43614 -1.43666 -1.71755  -0.725
C -3.69375 -0.02036 -0.22707  -0.074
C -4.48432 0.61024 -1.18578  -0.171
C -5.73749 1.08591 -0.84301  -0.251
C -6.16712 0.91338 0.46332  0.034
N -5.43185 0.31891 1.38435  -0.406
C -4.23644 -0.13221 1.05059  0.037
C -1.41556 0.65515 -0.97305  -0.451
C -0.00951 0.17548 -1.33914  -0.228
H 2.40544 2.75297 0.47360  0.239
H 4.58903 3.46351 -0.51178  0.222
H 6.18552 1.74112 -1.27728  0.222
H 5.61879 -0.65468 -1.07373  0.233
H 0.26678 -2.30364 0.86451  0.241
H -0.32019 -2.44029 -0.81662  0.219
H -1.52818 -0.71486 1.38820  0.221
H -2.23749 -2.22192 0.74190  0.227
H -2.92790 -1.00305 -2.42308  0.469
H -4.12945 0.73972 -2.20088  0.199
H -6.36240 1.57713 -1.57276  0.219
H -7.13808 1.26192 0.78889  0.194
H -3.69471 -0.60638 1.85541  0.198
H -1.35138 1.31722 -0.10918  0.247
H -1.83447 1.21364 -1.81296  0.206
H 0.65401 1.02934 -1.49271  0.216
H -0.04388 -0.42173 -2.25614  0.215

Force components x, y, z for each atom (eV/Å):
O 0.1 0.1 -0.2
S 0.3 0.0 -0.4
O -0.1 -0.2 -0.1
C -0.6 -0.2 0.2
C -0.1 0.1 0.0
C 0.0 0.0 0.0
C 0.0 0.0 0.0
C -0.2 -0.1 0.1
C 0.2 0.2 -0.1
Cl 0.4 -0.7 -0.1
N 0.4 0.6 0.9
C -0.2 -0.4 0.5
C 0.0 -0.1 -0.5
C 0.0 0.5 0.5
O 0.1 -0.2 -0.2
C -0.1 -0.1 0.0
C 0.0 0.0 0.2
C 0.1 0.0 -0.1
C -0.1 0.1 -0.2
N -0.3 0.0 0.5
C 0.4 -0.1 -0.3
C 0.1 -0.4 -0.1
C -0.2 0.5 -0.4
H 0.0 0.1 0.0
H 0.0 0.1 0.0
H 0.1 0.0 0.0
H 0.0 -0.1 0.0
H -0.1 -0.2 -0.1
H 0.1 0.0 0.1
H -0.1 0.0 0.1
H -0.1 0.0 0.1
H 0.0 0.0 0.0
H 0.0 0.0 -0.1
H -0.1 0.0 0.0
H -0.1 0.1 -0.1
H 0.2 -0.1 0.0
H -0.1 0.0 -0.1
H -0.1 0.0 0.0
H -0.1 0.0 -0.2
H 0.1 0.1 0.1

=====

Here is the molecule C16H17FN4O2S2 in a non-equilibrium geometry from the Open Molecules 2025 dataset. Energies are from wB97M-V/def2-TZVPD.

structure (SMILES): O=C(Nc1nnc(SCC(=O)N2CCCCC2)s1)c1ccccc1F
gap between HOMO and LUMO: 8.461 eV
HOMO level: -8.30 eV
energy above the lowest of the compared OMol25 structures with the same formula, charge and spin: 0.165 eV
LUMO level: 0.159 eV
strongest force on any atom: 0.0377 hartree/bohr
M: 380.470 g mol⁻¹

Last column: natural (NBO) charge in e.
Geometry (Å):
O -2.60409 2.91809 0.08804  -0.566
C -2.51616 3.13887 1.27397  0.677
N -1.47457 2.64404 2.02030  -0.612
C -0.49664 1.87012 1.45908  0.191
N 0.49073 1.37774 2.12686  -0.290
N 1.32494 0.66599 1.38128  -0.299
C 0.97880 0.60517 0.13963  -0.171
S 1.86162 -0.22150 -1.09195  0.274
C 3.10039 -1.12335 -0.08973  -0.620
C 2.85666 -2.62725 -0.11781  0.672
O 2.52129 -3.20626 0.89738  -0.618
N 3.06068 -3.26836 -1.28580  -0.440
C 3.38166 -2.68151 -2.56586  -0.211
C 2.21657 -2.86945 -3.54064  -0.411
C 1.88251 -4.35224 -3.67602  -0.399
C 1.59719 -4.94202 -2.29760  -0.406
C 2.78253 -4.68977 -1.36798  -0.225
S -0.49992 1.48138 -0.24820  0.431
C -3.47218 3.96787 2.05608  -0.226
C -3.02532 4.92050 2.96939  -0.165
C -3.92396 5.71995 3.65102  -0.229
C -5.28608 5.57647 3.43776  -0.170
C -5.75344 4.63442 2.53934  -0.277
C -4.84535 3.84731 1.85314  0.446
F -5.31302 2.92180 1.00606  -0.303
H -1.41863 2.78771 3.01854  0.431
H 2.97489 -0.77100 0.93319  0.297
H 4.08842 -0.86019 -0.46542  0.235
H 3.61043 -1.62245 -2.46508  0.209
H 4.27046 -3.19178 -2.95923  0.193
H 2.48572 -2.44638 -4.50905  0.211
H 1.34875 -2.32734 -3.16158  0.211
H 1.01802 -4.48324 -4.32848  0.212
H 2.72806 -4.87651 -4.12852  0.192
H 1.41435 -6.01474 -2.36950  0.212
H 0.70827 -4.47115 -1.87415  0.206
H 2.57142 -5.04484 -0.35846  0.251
H 3.67456 -5.19903 -1.75020  0.184
H -1.96438 5.05389 3.12243  0.221
H -3.56085 6.45845 4.34865  0.223
H -5.98638 6.20007 3.97142  0.223
H -6.80795 4.50052 2.35772  0.236

Force components x, y, z for each atom (eV/Å):
O -0.2 0.1 -0.2
C 0.1 0.1 0.5
N -0.2 0.2 0.2
C 0.4 -0.4 -0.9
N -1.2 1.0 1.1
N 1.0 -0.8 -0.8
C -0.5 0.4 0.2
S 0.3 -0.3 -0.5
C -0.3 0.1 -0.1
C 0.1 0.5 0.3
O -0.1 0.0 0.3
N 0.2 -0.4 -0.3
C -0.2 0.3 -0.3
C 0.2 -0.1 -0.1
C -0.2 0.1 0.1
C 0.3 -0.1 -0.1
C -0.3 -0.3 0.3
S 0.8 -0.4 0.6
C -0.3 0.1 -0.1
C -0.1 -0.1 -0.1
C 0.0 0.1 0.1
C 0.1 0.0 0.0
C 0.1 -0.1 -0.2
C 0.1 0.1 0.1
F 0.0 0.1 0.1
H -0.1 0.0 -0.1
H 0.1 -0.1 -0.1
H 0.0 0.0 0.0
H 0.1 0.0 0.0
H 0.0 0.1 0.0
H 0.0 0.1 0.0
H 0.0 0.0 0.0
H 0.0 0.0 -0.1
H 0.0 0.0 -0.1
H -0.1 0.0 0.0
H -0.1 0.0 0.1
H 0.1 0.0 -0.2
H 0.0 0.0 0.0
H 0.1 0.0 0.0
H 0.0 0.1 0.0
H -0.1 0.0 0.0
H -0.1 0.0 0.0